Entry 1:
Here is a 2-piece molecular cluster, H3O2 overall at a distorted geometry from the Open Molecules 2025 dataset. Energies are from the ωB97M-V functional and the def2-TZVPD basis.

The geometry in XYZ format:
```
5
H3O2 | the Open Molecules 2025 dataset | the ωB97M-V functional and the def2-TZVPD basis
O -0.376 -1.404 -0.012
H -0.174 -1.346 -0.947
O 0.277 1.392 0.095
H 1.139 1.890 -0.059
H -0.168 -0.450 0.340
```

The net charge is -1. The energy relative to the best compared isomer or geometry (same formula, charge and spin) comes out at 7.6 kcal/mol. Its multiplicity is 1. Its gap between HOMO and LUMO is 8.04 eV.

Atomic partial charges in e from the Löwdin method, atoms 1 to 2: number 1, O, carries -0.18; number 2, H, carries -0.01



Entry 2:
Here is a 2-piece molecular cluster, C29H58BBrNO13S overall at a distorted geometry from the Open Molecules 2025 dataset. Energies are from the ωB97M-V functional and the def2-TZVPD basis.

The geometry in XYZ format:
```
104
C29H58BBrNO13S | the Open Molecules 2025 dataset | the ωB97M-V functional and the def2-TZVPD basis
C -5.739 -0.856 0.288
C -4.171 -1.075 -0.108
C -3.307 0.132 0.465
C -3.282 1.483 -0.390
C -4.302 1.518 -1.658
C -1.823 2.035 -0.812
C -1.435 1.259 -2.165
C -1.594 -0.280 -2.345
O -1.154 -1.197 -1.318
C -1.279 -2.547 -1.699
O -1.690 -2.959 -2.795
C -0.794 -3.623 -0.599
C -1.957 -4.021 0.436
O -1.884 3.386 -1.419
S -2.831 4.470 -0.633
O -3.330 5.433 -1.697
O -1.805 5.324 0.302
C -1.237 4.606 1.472
C -2.358 3.978 2.401
C -3.651 4.933 2.621
O -4.795 4.084 2.869
C -0.491 5.892 2.140
B -0.601 6.082 3.735
O -0.454 5.094 4.771
O -0.826 7.431 4.272
C -0.159 3.516 0.853
C 0.819 3.324 2.149
O 0.550 4.351 -0.057
C 1.318 3.788 -1.089
C 2.017 5.027 -1.878
C 1.028 6.306 -1.962
O 2.413 4.574 -3.199
C -0.729 2.116 0.343
C 0.436 0.985 0.238
C 0.417 -0.111 1.366
O -0.293 -0.235 2.352
Br 1.851 -1.526 1.180
H -6.130 -1.667 0.978
H -6.326 -0.804 -0.690
H -5.817 0.128 0.869
H -3.854 -2.017 0.460
H -4.070 -1.285 -1.214
H -2.210 -0.145 0.686
H -3.731 0.306 1.526
H -3.860 2.196 0.310
H -4.385 0.554 -2.230
H -3.980 2.328 -2.411
H -5.362 1.820 -1.341
H -0.324 1.509 -2.356
H -1.960 1.729 -3.077
H -2.639 -0.632 -2.679
H -0.951 -0.554 -3.269
H 0.010 -3.092 0.007
H -0.313 -4.537 -1.067
H -1.543 -4.894 1.056
H -2.897 -4.402 -0.071
H -2.133 -3.171 1.174
H -1.972 3.577 3.409
H -2.839 3.033 1.949
H -3.866 5.597 1.726
H -3.492 5.634 3.521
H -5.568 4.458 2.392
H 0.605 5.987 1.854
H -0.931 6.881 1.733
H 0.453 4.734 4.820
H 0.091 7.796 4.326
H 0.171 3.299 3.100
H 1.611 4.155 2.197
H 1.414 2.369 2.194
H 2.214 3.128 -0.783
H 0.646 3.304 -1.868
H 2.932 5.325 -1.272
H 1.341 7.005 -2.823
H 1.228 6.911 -1.008
H -0.063 6.021 -2.076
H 2.354 5.345 -3.809
H -1.301 1.736 1.276
H 1.482 1.472 0.320
H 0.527 0.456 -0.752
C 1.970 -4.946 1.807
O 2.732 -5.076 0.609
C 4.132 -4.972 0.858
C 4.834 -5.352 -0.443
N 4.060 -6.459 -1.085
C 4.334 -7.855 -0.623
C 5.550 -8.376 -1.387
O 5.455 -7.852 -2.710
C 6.654 -8.059 -3.452
H 2.174 -3.988 2.291
H 0.914 -4.995 1.541
H 2.198 -5.773 2.486
H 4.416 -5.667 1.658
H 4.391 -3.953 1.155
H 5.872 -5.657 -0.305
H 4.791 -4.522 -1.151
H 4.224 -6.463 -2.103
H 3.066 -6.226 -0.941
H 3.445 -8.428 -0.896
H 4.457 -7.870 0.459
H 5.553 -9.469 -1.411
H 6.472 -8.021 -0.914
H 7.480 -7.516 -2.986
H 6.501 -7.666 -4.456
H 6.887 -9.125 -3.516
```

The net charge is +1. The energy relative to the best compared isomer or geometry (same formula, charge and spin) comes out at 0.0 kcal/mol. Its multiplicity is 1. Its gap between HOMO and LUMO is 8.25 eV.

Atomic partial charges in e from the Löwdin method, atoms 1 to 2: number 1, C, carries -0.10; number 2, C, carries -0.23



Entry 3:
Here is C23H48Br3F3N6O8 as an isolated structure at a distorted geometry from the Open Molecules 2025 dataset. Energies are from the ωB97M-V functional and the def2-TZVPD basis.

The geometry in XYZ format:
```
91
C23H48Br3F3N6O8 | the Open Molecules 2025 dataset | the ωB97M-V functional and the def2-TZVPD basis
C -3.397 -1.829 -4.575
C -3.350 -0.365 -4.339
O -3.732 0.142 -3.278
N -2.794 0.425 -5.179
C -2.644 1.966 -5.072
H -4.297 -2.322 -4.943
H -3.160 -2.376 -3.662
H -2.634 -2.105 -5.303
H -2.671 0.007 -6.090
H -2.770 2.314 -4.047
H -3.455 2.331 -5.701
H -1.651 2.288 -5.386
C 1.349 -1.644 4.033
C 2.133 -1.177 5.233
O 2.154 -1.894 6.248
N 2.850 -0.048 5.025
C 3.611 0.504 6.095
H 0.336 -1.343 4.303
H 1.367 -2.734 4.049
H 1.588 -1.302 3.026
H 2.576 0.535 4.247
H 4.624 0.101 6.090
H 3.122 0.446 7.068
H 3.646 1.576 5.902
C -2.273 4.719 4.997
C -2.174 3.463 4.096
O -2.893 3.287 3.136
N -1.136 2.683 4.434
C -0.766 1.557 3.644
H -2.780 5.582 4.566
H -1.255 5.076 5.157
H -2.551 4.545 6.037
H -0.831 2.777 5.392
H -0.765 0.711 4.331
H 0.271 1.728 3.356
H -1.298 1.556 2.692
C -1.361 5.354 1.247
C -1.697 4.308 0.210
O -0.962 4.110 -0.759
N -2.900 3.630 0.309
C -3.221 2.547 -0.608
H -0.953 6.215 0.719
H -0.508 5.060 1.858
H -2.239 5.648 1.823
H -3.190 3.579 1.275
H -4.296 2.487 -0.776
H -2.827 1.602 -0.232
H -2.710 2.545 -1.570
C 3.299 0.998 0.390
C 3.000 1.931 1.521
O 3.122 1.494 2.625
N 2.616 3.170 1.310
C 2.640 4.291 2.300
H 3.020 1.314 -0.616
H 2.765 0.048 0.422
H 4.377 0.874 0.495
H 2.299 3.335 0.365
H 3.649 4.638 2.524
H 2.421 4.027 3.334
H 2.163 5.159 1.844
C 1.023 -1.826 -8.253
C 0.396 -1.204 -7.018
O -0.362 -0.257 -7.096
N 0.672 -1.854 -5.891
C 0.521 -1.240 -4.543
H 2.082 -1.614 -8.099
H 0.621 -1.598 -9.240
H 0.943 -2.913 -8.266
H 0.847 -2.849 -5.898
H 0.978 -1.723 -3.679
H -0.516 -0.964 -4.352
H 1.130 -0.341 -4.639
C -0.043 -4.371 1.307
C 0.170 -5.227 0.079
O 1.015 -6.272 0.503
C 1.176 -7.465 -0.214
O 0.459 -7.800 -1.208
C 2.172 -8.440 0.346
F 3.265 -8.403 -0.398
F 2.424 -8.113 1.641
F 1.629 -9.712 0.364
H -0.808 -4.860 1.909
H -0.586 -3.440 1.144
H 0.844 -4.160 1.904
H 0.554 -4.658 -0.769
H -0.741 -5.757 -0.198
C -0.685 -0.473 -1.089
Br 0.629 0.762 -1.933
Br -0.253 -0.391 0.866
Br -0.718 -2.311 -1.753
H -1.697 -0.070 -1.126
```

The net charge is -1. Its multiplicity is 2. Its gap between HOMO and LUMO (alpha / beta) is 3.69 / 8.17 eV.

Atomic partial charges in e from the Löwdin method, atoms 1 to 2: number 1, C, carries -0.01; number 2, C, carries -0.63



DFT total energy (hartree)
-152.2708, -5169.3075, -9857.3029